1.
ORCA calculation (the ωB97M-V functional and the def2-TZVPD basis) on a structure of composition C23H26F4N5ORh.

Last column: Löwdin charge in e.
Atoms and positions in Å:
Rh (1.887, 0.169, -0.482)  1.2110
C (3.136, 0.629, 2.331)  -0.0599
N (3.644, 0.533, 0.950)  -0.3662
C (4.479, 1.705, 0.627)  -0.0808
C (4.443, -0.698, 0.733)  -0.1854
C (3.633, -1.975, 0.860)  -0.1736
N (2.456, -1.882, -0.007)  0.0104
C (1.654, -2.912, -0.247)  -0.1328
C (0.652, -2.767, -1.257)  -0.1296
F (0.616, -1.626, -1.956)  0.0752
C (-0.234, -3.760, -1.554)  -0.1950
F (-1.138, -3.565, -2.504)  0.1416
C (-0.187, -4.973, -0.870)  0.1553
C (0.774, -5.160, 0.112)  -0.1923
F (0.824, -6.300, 0.778)  0.1546
C (1.682, -4.175, 0.421)  -0.1116
F (2.564, -4.389, 1.383)  0.1476
H (3.959, 0.633, 3.052)  0.1106
H (2.473, -0.206, 2.557)  0.0857
H (2.571, 1.553, 2.440)  0.0934
H (5.428, 1.665, 1.169)  0.1065
H (3.956, 2.615, 0.915)  0.0846
H (4.686, 1.734, -0.441)  0.0881
H (5.290, -0.722, 1.426)  0.1425
H (4.851, -0.639, -0.278)  0.1295
H (3.327, -2.158, 1.892)  0.1288
H (4.261, -2.817, 0.569)  0.1430
H (-0.891, -5.763, -1.101)  0.1620
C (-4.509, 1.768, -1.170)  0.0372
N (-3.168, 1.214, -1.369)  -0.0414
N (-2.343, 0.909, -0.311)  0.0695
C (-1.078, 0.746, -0.781)  -0.4011
O (-0.146, 0.375, 0.029)  -0.1692
C (-1.109, 1.002, -2.160)  0.0394
C (-2.420, 1.301, -2.477)  -0.2377
C (-3.016, 1.706, -3.780)  0.0131
C (-2.860, 0.416, 0.935)  -0.1981
C (-3.927, -0.468, 0.933)  -0.0216
C (-4.418, -0.938, 2.143)  -0.0511
C (-3.830, -0.542, 3.335)  -0.0569
C (-2.749, 0.329, 3.318)  -0.0541
C (-2.263, 0.820, 2.116)  -0.0134
H (-4.682, 1.909, -0.108)  0.1019
H (-5.261, 1.089, -1.565)  0.1063
H (-4.581, 2.730, -1.671)  0.1022
H (-0.284, 0.946, -2.847)  0.1109
H (-2.298, 1.551, -4.580)  0.0948
H (-3.295, 2.762, -3.772)  0.0986
H (-3.913, 1.127, -3.999)  0.1006
H (-4.363, -0.804, 0.000)  0.1211
H (-5.256, -1.622, 2.148)  0.1172
H (-4.214, -0.910, 4.277)  0.1167
H (-2.290, 0.641, 4.247)  0.1143
H (-1.431, 1.511, 2.094)  0.1164
C (1.398, 4.765, -1.035)  -0.0046
C (1.659, 3.337, -1.176)  -0.1614
N (1.850, 2.213, -1.294)  0.0971
H (1.584, 5.072, -0.007)  0.1018
H (0.362, 4.974, -1.294)  0.1011
H (2.055, 5.323, -1.701)  0.1070

Calculated values
2S+1 = 5
molecular weight = 567.4 g/mol
gap between HOMO and LUMO (alpha / beta) = 9.444 / 5.721 eV
LUMO energy (alpha / beta) = -4.56 / -8.27 eV
net charge = +2


2.
ORCA calculation (the ωB97M-V functional and the def2-TZVPD basis) on a cluster of 5 separate species, C23H26F9NO14 in total at a distorted geometry.

Last column: Löwdin charge in e.
Atoms and positions in Å:
C (-1.866, -0.649, -3.378)  0.1784
C (-1.360, -0.119, -2.464)  -0.1524
N (-0.493, 0.542, -1.625)  0.0982
C (-1.213, 1.022, -0.433)  -0.5219
O (-2.182, 0.495, -0.032)  0.1987
O (-0.619, 2.074, 0.127)  0.1405
C (0.627, -0.318, -1.214)  -0.4221
F (1.075, 0.129, -0.030)  0.1638
F (0.247, -1.594, -1.045)  0.1640
C (1.817, -0.296, -2.248)  -0.3281
F (1.841, -1.471, -2.916)  0.1541
F (2.976, -0.172, -1.568)  0.1638
C (1.774, 0.815, -3.324)  -0.3365
F (0.725, 0.640, -4.140)  0.1568
F (2.901, 0.657, -4.057)  0.1510
C (1.753, 2.286, -2.756)  -0.4985
F (0.611, 2.899, -3.119)  0.1545
F (2.785, 2.985, -3.269)  0.1630
F (1.849, 2.292, -1.423)  0.1814
H (-2.327, -1.134, -4.191)  0.0448
H (-1.183, 2.848, 0.053)  0.1421
C (-1.375, -2.012, 2.024)  -0.0120
C (-2.000, -1.513, 3.299)  -0.3107
C (-1.083, -0.710, 4.189)  -0.0813
O (-1.625, -0.964, 5.498)  0.0458
C (-2.250, -2.166, 5.457)  -0.5721
O (-2.649, -2.746, 6.412)  0.1606
O (-2.354, -2.602, 4.183)  0.0903
H (-2.106, -2.560, 1.429)  0.0981
H (-1.004, -1.183, 1.431)  0.0620
H (-0.549, -2.691, 2.231)  0.0799
H (-2.916, -0.954, 3.085)  0.1591
H (-1.100, 0.356, 3.976)  0.1368
H (-0.052, -1.069, 4.161)  0.1469
C (-2.531, 2.770, 8.172)  -0.0213
C (-1.425, 1.927, 7.591)  -0.3261
C (-0.144, 1.901, 8.394)  -0.0877
O (0.846, 1.680, 7.379)  0.0670
C (0.358, 2.163, 6.214)  -0.5781
O (0.985, 2.279, 5.215)  0.1606
O (-0.954, 2.473, 6.341)  0.0768
H (-3.419, 2.726, 7.543)  0.0869
H (-2.796, 2.414, 9.167)  0.0914
H (-2.225, 3.815, 8.237)  0.0902
H (-1.778, 0.911, 7.393)  0.1479
H (-0.111, 1.101, 9.130)  0.1397
H (0.063, 2.856, 8.883)  0.1380
C (0.872, -7.253, -1.076)  -0.0220
C (1.382, -5.835, -1.117)  -0.3282
C (2.874, -5.678, -0.924)  -0.0904
O (2.968, -4.377, -0.327)  0.0662
C (1.802, -4.131, 0.315)  -0.5670
O (1.614, -3.220, 1.048)  0.1605
O (0.879, -5.067, -0.007)  0.0853
H (-0.205, -7.279, -1.234)  0.0875
H (1.351, -7.851, -1.851)  0.0909
H (1.073, -7.703, -0.103)  0.0925
H (1.057, -5.337, -2.035)  0.1584
H (3.438, -5.707, -1.853)  0.1385
H (3.283, -6.412, -0.225)  0.1394
C (1.683, 4.268, -6.561)  -0.0157
C (0.573, 4.238, -7.580)  -0.3271
C (-0.707, 4.924, -7.159)  -0.0933
O (-1.701, 4.188, -7.884)  0.0626
C (-1.211, 2.945, -8.114)  -0.5669
O (-1.845, 2.036, -8.529)  0.1722
O (0.106, 2.893, -7.797)  0.0828
H (2.569, 3.764, -6.943)  0.0912
H (1.951, 5.295, -6.312)  0.0945
H (1.379, 3.750, -5.652)  0.0704
H (0.921, 4.626, -8.541)  0.1579
H (-0.744, 5.976, -7.429)  0.1375
H (-0.904, 4.815, -6.089)  0.1378

Calculated values
2S+1 = 1
molecular weight = 711.4 g/mol
gap between HOMO and LUMO = 10.570 eV
LUMO energy = 0.28 eV


3.
ORCA calculation (the ωB97M-V functional and the def2-TZVPD basis) on a cluster of 2 separate species, C23H26I2N2O7S3 in total at a distorted geometry.

Last column: Löwdin charge in e.
Atoms and positions in Å:
C (-2.585, -2.736, -1.052)  -0.0117
C (-2.246, -2.345, -2.489)  -0.3188
C (-1.389, -1.083, -2.517)  -0.1216
O (-2.232, 0.033, -2.826)  0.0116
C (-1.601, 1.197, -3.124)  -0.5653
O (-1.847, 1.763, -4.132)  0.1684
C (-0.669, 1.794, -2.094)  -0.3314
S (1.012, 1.168, -2.396)  0.9710
C (1.822, 1.543, -0.879)  -0.5362
C (1.629, 2.752, -0.215)  -0.1684
C (2.304, 2.990, 0.965)  -0.7156
I (1.996, 4.793, 1.999)  0.8748
C (3.186, 2.073, 1.505)  -0.0890
C (3.397, 0.867, 0.853)  -0.2559
C (2.695, 0.603, -0.324)  -0.4568
S (2.932, -0.972, -1.108)  1.0211
C (3.197, -1.969, 0.337)  -0.4438
C (2.736, -3.274, 0.335)  -0.1857
C (2.990, -4.062, 1.451)  -0.7285
I (2.291, -6.031, 1.469)  0.8728
C (3.677, -3.540, 2.536)  -0.1038
C (4.109, -2.217, 2.533)  -0.2515
N (4.781, -1.713, 3.673)  0.1010
C (3.870, -1.414, 1.417)  -0.2181
N (4.328, -0.055, 1.431)  0.0613
O (-1.538, -3.452, -3.043)  -0.0132
C (-1.427, -3.420, -4.385)  -0.5653
O (-2.326, -3.120, -5.104)  0.1487
C (-0.110, -3.822, -4.998)  -0.4278
S (1.186, -4.338, -3.829)  0.7287
H (-1.653, -2.790, -0.495)  0.0834
H (-2.988, -3.744, -1.062)  0.0879
H (-3.264, -2.024, -0.603)  0.0907
H (-3.191, -2.166, -2.993)  0.1509
H (-0.934, -0.942, -1.539)  0.1203
H (-0.588, -1.186, -3.245)  0.1267
H (-1.016, 1.591, -1.087)  0.1023
H (-0.676, 2.855, -2.302)  0.0879
H (0.961, 3.496, -0.617)  0.0961
H (3.705, 2.269, 2.429)  0.1021
H (2.191, -3.674, -0.505)  0.0775
H (3.860, -4.182, 3.383)  0.0982
H (5.521, -2.352, 3.939)  0.0909
H (5.250, -0.852, 3.410)  0.0727
H (5.170, -0.021, 0.854)  0.1474
H (0.248, -2.977, -5.572)  0.0926
H (-0.288, -4.655, -5.663)  0.0780
H (2.125, -3.406, -4.033)  -0.1525
C (-5.515, 4.465, 2.407)  -0.0649
C (-4.237, 5.101, 2.912)  -0.2094
O (-3.381, 4.148, 3.559)  0.0407
C (-2.704, 3.342, 2.745)  -0.6126
O (-2.723, 3.365, 1.541)  0.1135
O (-1.976, 2.512, 3.493)  0.0088
C (-1.241, 1.551, 2.737)  -0.0354
H (-6.026, 3.944, 3.218)  0.0821
H (-6.181, 5.226, 2.002)  0.0806
H (-5.308, 3.737, 1.624)  0.0740
H (-4.464, 5.843, 3.675)  0.1222
H (-3.694, 5.602, 2.111)  0.1234
H (-0.629, 2.041, 1.981)  0.0771
H (-1.922, 0.841, 2.268)  0.0984
H (-0.596, 1.025, 3.435)  0.0974

Calculated values
2S+1 = 1
molecular weight = 792.5 g/mol
gap between HOMO and LUMO = 8.752 eV
LUMO energy = 0.20 eV


4.
ORCA calculation (the ωB97M-V functional and the def2-TZVPD basis) on a structure of composition C23H26MoN5O4S2 at a distorted geometry.

Last column: Löwdin charge in e.
Atoms and positions in Å:
Mo (-0.325, -0.996, -3.001)  1.2158
C (-1.155, -1.551, -5.115)  -0.2262
C (0.213, -1.565, -5.361)  -0.1796
C (0.751, -2.719, -4.736)  -0.0828
C (-0.264, -3.264, -3.893)  -0.1805
C (-1.488, -2.629, -4.258)  -0.1943
H (-1.874, -0.913, -5.583)  0.1156
H (0.783, -1.049, -6.112)  0.1178
H (1.677, -3.163, -4.997)  0.1086
H (-0.121, -4.154, -3.285)  0.1135
H (-2.496, -2.883, -3.992)  0.1109
C (-4.279, -0.200, -1.584)  0.0105
C (-2.829, -0.522, -1.572)  -0.2491
N (-1.926, 0.112, -2.349)  -0.1741
N (-2.032, 1.453, -2.481)  -0.0032
C (-0.863, 2.058, -2.670)  -0.8118
N (-0.805, 3.425, -2.592)  0.0995
S (0.555, 1.175, -3.077)  0.6397
C (-2.282, -1.572, -0.800)  -0.2048
C (-2.823, -2.074, 0.382)  0.0110
C (-2.050, -2.910, 1.143)  -0.0140
C (-0.699, -3.112, 0.770)  -0.0227
C (-0.223, -2.587, -0.408)  -0.1026
N (-1.011, -1.873, -1.208)  -0.0593
H (-4.340, 0.814, -2.022)  0.0924
H (-4.532, -0.291, -0.553)  0.0657
H (-4.835, -0.923, -2.201)  0.1104
H (-1.554, 3.940, -2.163)  0.1072
H (0.131, 3.826, -2.650)  0.0991
H (-3.821, -1.862, 0.684)  0.1143
H (-2.448, -3.321, 2.076)  0.1286
H (-0.013, -3.698, 1.375)  0.1183
H (0.836, -2.719, -0.634)  0.1105
C (-2.026, 0.948, 4.642)  -0.0517
C (-0.843, 1.593, 3.943)  -0.2666
C (-0.024, 2.292, 4.868)  -0.0203
C (1.156, 2.893, 4.410)  -0.0280
C (1.469, 2.732, 3.040)  -0.2392
C (0.513, 2.232, 2.098)  -0.0494
C (-0.603, 1.551, 2.593)  -0.0517
S (3.186, 3.024, 2.423)  0.6960
O (3.086, 3.392, 1.016)  -0.3265
O (3.904, 3.860, 3.371)  -0.3135
N (4.086, 1.601, 2.553)  -0.1406
C (3.838, 0.300, 1.949)  -0.2457
C (3.732, 0.142, 0.429)  -0.0390
C (3.564, -1.368, -0.015)  -0.5399
O (3.033, -1.575, -1.124)  0.0336
O (3.959, -2.139, 0.898)  0.2580
H (-1.840, 0.835, 5.716)  0.0787
H (-2.266, -0.023, 4.200)  0.0703
H (-2.945, 1.557, 4.530)  0.0952
H (-0.343, 2.347, 5.901)  0.1139
H (1.897, 3.395, 5.049)  0.1241
H (0.735, 2.285, 1.012)  0.1110
H (-1.302, 1.032, 1.942)  0.1088
H (5.058, 1.919, 2.619)  0.1201
H (2.919, -0.024, 2.478)  0.1306
H (4.619, -0.364, 2.282)  0.1156
H (4.682, 0.533, 0.003)  0.1499
H (2.901, 0.775, 0.041)  0.1215

Calculated values
2S+1 = 3
molecular weight = 596.6 g/mol
gap between HOMO and LUMO (alpha / beta) = 6.669 / 4.917 eV
LUMO energy (alpha / beta) = -4.26 / -6.21 eV
net charge = +1